# C42H114N6O12

A 12-piece molecular cluster, C42H114N6O12 overall (the ωB97M-V functional and the def2-TZVPD basis, the OMol25 dataset).

```
174
Properties=species:S:1:pos:R:3:forces:R:3
C 0.558718 4.765231 2.743023 1.02 1.31 0.99
O 1.878970 4.657832 2.276317 0.75 -0.15 -0.97
C 2.678686 3.629486 2.813508 -0.29 0.86 1.04
C 4.127941 3.739183 2.470475 1.30 1.38 -0.50
C 4.598358 3.814905 1.005940 -1.44 -0.33 -0.35
N 4.752138 2.620115 3.178977 -0.28 -0.37 -0.28
H -0.050747 3.925464 2.493706 -0.58 -0.68 -0.33
H 0.177135 5.718674 2.333865 -0.06 -0.64 0.07
H 0.619827 4.881429 3.838311 -0.43 -0.13 -0.11
H 2.706075 3.699420 3.924502 -0.51 -0.22 -0.43
H 2.383757 2.642922 2.537035 -0.92 -0.94 -0.26
H 4.439166 4.682660 2.931533 0.31 -0.13 0.21
H 4.126251 2.989795 0.428008 0.51 0.47 0.12
H 5.664164 3.754947 0.935715 0.76 -0.60 0.24
H 4.422956 4.759147 0.483404 -0.71 0.02 0.27
H 4.748631 1.801871 2.554372 0.17 0.25 0.38
H 5.711109 2.840892 3.368067 0.55 -0.04 -0.05
C -0.019986 -4.306503 -0.878230 -0.15 0.98 0.07
O -0.128349 -4.061479 -2.243204 0.51 0.15 -1.07
C 1.117709 -3.707488 -2.873380 -1.45 -0.91 0.74
C 0.935761 -3.754545 -4.348965 -1.47 -1.24 -0.59
C 2.268351 -3.596703 -4.953468 2.11 0.52 0.86
N -0.027509 -2.769619 -4.846416 -1.21 -1.36 0.37
H 0.043368 -3.369128 -0.320944 0.47 0.29 0.17
H 0.808771 -4.948212 -0.670896 0.56 -0.48 0.39
H -0.931739 -4.734167 -0.524730 -0.64 -0.68 0.03
H 1.389077 -2.694324 -2.607001 0.33 0.47 0.39
H 1.896635 -4.419960 -2.599211 0.15 0.00 0.38
H 0.544714 -4.734391 -4.659086 -0.02 0.02 0.37
H 2.969329 -4.453751 -4.770286 -0.74 0.67 0.02
H 2.710194 -2.692246 -4.469768 0.17 -0.44 -0.58
H 2.220592 -3.436549 -5.995216 -0.09 0.26 -1.22
H 0.274216 -1.915581 -4.452862 0.14 1.71 0.11
H -0.959124 -2.971298 -4.397852 1.34 0.23 -0.60
C 4.193702 -1.427786 1.387092 -0.40 -0.56 -1.72
O 5.187187 -0.448478 1.282610 -0.46 0.46 0.34
C 6.084856 -0.603171 0.201232 -1.04 2.11 -0.36
C 5.470791 -0.373878 -1.205023 -0.24 1.11 1.09
C 6.559578 -0.389468 -2.226033 1.26 0.21 -0.17
N 4.786743 0.929461 -1.256888 -1.60 1.24 -1.82
H 4.574666 -2.440886 1.230840 0.27 -0.07 0.02
H 3.357252 -1.309113 0.655049 0.71 0.09 0.27
H 3.750931 -1.399141 2.344713 -0.30 0.25 1.26
H 6.842164 0.164891 0.384362 -0.03 0.01 -0.22
H 6.538828 -1.532587 0.316635 0.89 -1.96 -0.26
H 4.828962 -1.158316 -1.479881 -1.22 -1.43 0.03
H 7.216700 0.523157 -2.007291 -0.59 -1.39 -0.82
H 6.174143 -0.459857 -3.264187 0.14 0.68 0.55
H 7.090371 -1.354355 -2.119370 0.31 0.62 0.12
H 3.771649 1.051890 -0.977373 1.51 -1.13 0.53
H 4.633289 1.169842 -2.274519 0.80 -0.29 1.23
C -2.793034 -2.282882 -2.245908 -1.76 0.29 -0.18
O -2.984222 -2.341294 -0.840427 0.55 -0.12 -0.38
C -4.219089 -2.895455 -0.423068 0.73 2.27 2.13
C -4.319559 -2.529956 1.124240 -2.23 -1.39 -1.70
C -3.357883 -3.279849 1.975313 0.34 0.57 1.31
N -5.757542 -2.887014 1.436895 0.52 1.32 0.59
H -2.711705 -3.252315 -2.793615 0.20 0.41 0.77
H -1.941423 -1.639883 -2.427769 0.25 -0.10 -0.14
H -3.718592 -1.783097 -2.618409 0.62 -0.12 -0.36
H -5.110193 -2.399916 -0.844972 0.47 -0.40 -0.44
H -4.158316 -3.941956 -0.573546 -0.55 -1.30 -0.18
H -4.223147 -1.455980 1.225318 0.14 0.22 -0.10
H -3.267503 -2.824421 2.992479 -0.19 -0.59 -0.62
H -2.389891 -3.280169 1.551126 1.29 0.44 -0.58
H -3.564935 -4.335386 2.032319 -0.60 -0.46 0.26
H -6.129306 -2.275076 2.184016 0.35 -0.59 -0.58
H -5.777640 -3.828627 1.787970 -0.12 -0.32 0.18
C -4.770529 4.595988 -6.526897 0.63 0.39 -2.06
O -3.678901 3.709883 -6.678599 0.55 0.45 0.18
C -3.852807 2.597835 -5.850272 0.16 0.08 0.25
C -2.549515 1.816720 -5.623317 -0.78 -0.11 0.20
C -2.815947 0.668886 -4.692315 0.22 -1.24 0.49
N -1.431953 2.505902 -5.032322 0.50 1.79 0.45
H -5.698620 4.131366 -6.960795 0.55 0.48 0.55
H -4.452940 5.469215 -7.184814 -0.86 -0.74 1.16
H -4.875064 4.828119 -5.467915 -0.32 0.42 -0.04
H -4.335931 2.931448 -4.921461 0.41 -0.15 0.39
H -4.597241 1.998776 -6.345849 -0.32 -1.02 -0.12
H -2.199448 1.475517 -6.596430 -0.23 -0.27 -0.22
H -3.665378 0.059932 -4.946461 -0.27 -0.44 -0.62
H -3.075476 0.992135 -3.683931 0.23 0.48 0.14
H -1.920082 0.018603 -4.599705 -0.58 0.26 -0.11
H -1.369030 2.424376 -4.008244 -0.43 0.21 -0.53
H -1.449253 3.506398 -5.276700 0.25 -0.65 0.13
C -2.325042 1.156301 0.116926 1.04 0.36 -1.87
O -0.861692 1.249405 0.200604 -0.82 -0.79 -0.39
C -0.237663 0.120573 -0.472232 -0.21 0.26 0.36
C 1.009522 -0.274069 0.345468 -1.00 1.12 1.08
C 0.593298 -0.836130 1.704019 -0.40 -0.11 -0.41
N 1.914247 0.890865 0.423029 0.13 1.64 0.94
H -2.651642 1.780126 -0.770562 0.21 -0.87 0.78
H -2.768473 1.593325 0.978667 -0.16 0.27 0.90
H -2.627396 0.095538 0.001649 -0.01 0.66 0.10
H -1.040741 -0.646434 -0.484168 1.06 -0.19 -0.05
H 0.069503 0.325295 -1.521328 -0.32 0.35 0.49
H 1.525549 -1.026715 -0.182833 0.55 -1.03 -0.85
H 1.424248 -1.137942 2.280133 1.28 -0.45 0.50
H -0.065666 -1.698568 1.645927 -0.15 -0.18 -0.34
H 0.103616 -0.124181 2.328709 -0.58 0.88 0.19
H 1.403820 1.746695 0.778743 0.56 -1.45 -0.60
H 2.755915 0.818917 1.052199 -1.33 -0.50 -0.81
C -1.521770 5.815519 -1.029707 0.69 -1.60 0.62
C -0.502179 4.714455 -1.605816 0.20 2.33 -1.71
C 0.915893 4.936102 -1.060878 0.01 -1.71 -0.24
O -0.877201 3.344603 -1.569906 -0.24 1.12 0.24
H -1.276298 6.852657 -1.328364 0.23 -0.70 0.00
H -1.470498 5.750891 0.091286 -0.41 0.16 -0.91
H -2.527063 5.588639 -1.411306 0.18 0.03 0.36
H -0.476528 4.922651 -2.696256 0.04 0.07 0.40
H 1.310720 5.914073 -0.980417 -0.21 1.43 -0.34
H 1.678674 4.367925 -1.623466 -0.48 0.00 0.09
H 0.968618 4.586542 -0.044691 -0.02 -0.43 0.66
H -0.448293 2.973653 -0.800233 -0.08 -0.74 0.52
C 4.517842 -0.436893 7.220868 1.44 0.59 -0.93
C 4.493052 0.256729 5.854576 -0.86 0.53 -0.46
C 3.076307 0.312276 5.237042 0.59 1.44 -0.32
O 5.001394 1.603203 6.097339 -0.30 -0.45 -0.38
H 3.886562 0.163069 7.792982 -1.05 1.14 1.31
H 5.533616 -0.312396 7.646184 -0.53 -0.57 -0.16
H 4.091005 -1.424840 7.305691 0.35 -0.50 -0.48
H 5.073134 -0.255763 5.067336 0.40 0.19 0.50
H 2.249686 0.546201 5.909675 0.21 -0.02 0.26
H 2.865116 -0.594115 4.718513 -0.27 -0.95 -0.27
H 3.105861 1.105183 4.454194 -0.13 -0.48 0.48
H 4.799012 2.207993 5.342802 0.02 -1.05 0.37
C 1.829190 1.827201 -3.770047 -0.31 -1.16 -1.84
C 1.670177 1.369697 -5.232644 -1.67 -0.89 0.37
C 2.798185 0.672707 -5.909910 -0.41 -2.00 -0.06
O 0.572763 0.421648 -5.291680 -0.63 0.90 -0.01
H 0.939473 2.329482 -3.486919 -0.96 0.39 0.43
H 2.572543 2.551572 -3.847949 1.75 1.27 0.72
H 2.019170 1.011226 -3.083756 0.34 -0.12 0.08
H 1.395599 2.213160 -5.853809 -0.17 0.58 0.08
H 3.725193 1.015766 -5.564251 1.58 0.48 0.56
H 2.798646 0.779288 -6.998868 -0.28 -0.03 0.19
H 2.688690 -0.426118 -5.663317 0.38 1.08 -0.32
H -0.231408 0.998198 -5.233601 0.75 -0.44 -0.09
C -5.890746 2.836994 -1.531348 -0.92 -0.71 -0.60
C -6.399951 1.706225 -0.629421 -0.28 -0.19 0.25
C -5.992909 0.311863 -1.124440 0.49 1.31 -0.11
O -5.917728 1.854883 0.707530 0.89 0.24 0.23
H -6.422219 2.800074 -2.515976 0.76 -0.14 0.58
H -4.810350 2.762092 -1.617127 0.15 -0.14 -0.37
H -6.095591 3.825572 -1.155996 -0.27 0.38 0.50
H -7.472315 1.700398 -0.461596 -0.51 0.32 -0.82
H -6.312697 -0.430815 -0.410185 -0.08 -0.34 0.10
H -4.899999 0.345103 -1.190499 -0.01 -0.42 -0.02
H -6.395704 0.120477 -2.122913 -0.06 -0.07 0.18
H -5.767579 2.797435 0.859396 -0.06 -0.27 0.07
C -0.602975 -5.645343 3.599831 -1.08 0.09 -1.76
C 0.143300 -5.141650 2.371350 -0.30 1.35 0.67
C 1.483032 -4.444127 2.739615 -1.09 0.19 -0.05
O 0.347184 -6.204303 1.463359 0.60 -0.64 0.69
H -1.605637 -5.986551 3.325366 0.07 0.02 -0.12
H -0.729121 -4.915707 4.333100 -0.16 1.53 1.20
H -0.137391 -6.456673 4.066837 1.11 -1.42 0.60
H -0.507151 -4.369325 1.883403 0.57 -0.80 0.07
H 2.081578 -4.449793 1.830947 0.34 0.12 0.17
H 1.973508 -4.925418 3.587618 0.19 -0.22 -0.23
H 1.279170 -3.405695 3.053901 0.14 -0.36 -0.19
H 0.838019 -6.839656 2.027506 -0.36 0.09 -0.89
C -3.553255 -2.763634 8.143943 1.69 0.20 1.66
C -3.151917 -2.561397 6.727968 0.82 1.62 -1.89
C -2.088143 -1.405560 6.452790 -0.87 -1.11 -1.81
O -2.395260 -3.684725 6.270939 -0.61 -1.02 -0.02
H -2.592422 -3.063166 8.625886 -0.60 0.16 0.11
H -4.220342 -3.592415 8.304831 -0.52 -0.32 -0.21
H -3.911741 -1.900665 8.726319 -0.05 -0.10 -0.63
H -4.035157 -2.332686 6.089161 0.39 -0.52 0.13
H -1.758909 -1.446606 5.292633 -0.79 0.03 2.78
H -1.248270 -1.683564 7.082034 0.32 0.44 -0.05
H -2.498369 -0.414351 6.667239 0.22 -0.14 0.07
H -2.753085 -4.530537 6.607203 0.03 0.76 -0.21
```
Forces are in eV/Å.

Results
**Energy relative to the best compared isomer or geometry (same formula, charge and spin)**: 70.0 kcal per mole
**Multiplicity**: 1
**Orbital gap**: 9.5 eV
**HOMO**: -9.02 eV
**SMILES string**: COC[C@H](C)N.COC[C@H](C)N.COC[C@H](C)N.COC[C@H](C)N.COC[C@H](C)N.COC[C@H](C)N.CC(C)O.CC(C)O.CC(C)O.CC(C)O.CC(C)O.CC(C)O
**Lowest unoccupied orbital energy**: 0.0162 Ha

Here are the Löwdin charges for atoms 1 to 4, given in e: number 1, C, carries -0.10; number 2, O, carries -0.19; number 3, C, carries -0.23; number 4, C, carries -0.42